1.
C19H22MnN2Te as an isolated structure at a distorted geometry, computed with wB97M-V/def2-TZVPD.

```
45
Properties=species:S:1:pos:R:3:forces:R:3:nbo_charge:R:1
C -0.433189 0.905664 2.004002 -0.114 1.373 -2.868 -0.606
C -0.390283 -0.626855 1.970844 0.543 -2.881 0.823 -0.649
H 0.513366 1.100389 2.420387 0.762 1.287 1.019 0.236
H -1.324403 1.249471 2.547807 0.602 -0.140 0.168 0.231
H -0.457640 1.621641 1.000748 0.015 -2.165 2.146 0.186
H -0.000856 -1.408835 1.149556 -0.722 2.333 1.137 0.214
H 0.332858 -0.912900 2.811723 -1.081 0.299 -0.975 0.246
H -1.379226 -1.021696 2.252413 0.326 0.000 -0.198 0.218
C 0.468750 2.657058 -1.712088 -0.110 -0.976 0.010 0.083
C 0.788083 3.470936 -2.781220 -0.058 0.990 0.740 -0.234
C 0.998848 2.916736 -4.027033 -0.052 -0.762 -0.007 -0.158
C 0.862056 1.535067 -4.205530 0.095 -0.288 -0.477 -0.193
H 0.316956 3.069511 -0.685833 0.177 -0.577 -0.980 0.226
H 0.900735 4.558039 -2.596659 -0.080 -0.860 -0.274 0.235
H 1.293350 3.566391 -4.828858 0.038 -0.025 -0.391 0.229
H 1.057979 1.047984 -5.166925 -0.113 0.476 0.255 0.224
N 0.363668 1.305998 -1.866064 1.248 3.085 -4.332 -0.579
C 0.532300 0.713850 -3.138989 0.036 1.281 1.707 0.139
C 0.425127 -0.769727 -3.152491 -0.135 -1.312 1.894 0.132
N 0.217886 -1.346984 -1.877107 0.577 -2.820 -3.932 -0.570
C 0.075658 -2.703049 -1.759373 0.083 1.125 -0.138 0.084
C 0.449375 -2.999023 -4.106862 0.073 0.667 0.181 -0.159
C 0.192479 -3.537971 -2.861652 -0.228 -0.601 0.801 -0.235
H -0.132640 -3.099492 -0.740874 0.275 0.473 -0.878 0.224
H 0.091515 -4.625260 -2.716650 0.072 0.674 -0.143 0.234
C 0.564078 -1.614598 -4.244268 0.070 0.540 -0.691 -0.195
H 0.782295 -1.144886 -5.213530 -0.182 -0.474 0.363 0.224
H 0.563857 -3.668088 -4.939004 0.052 0.049 -0.361 0.229
Mn 0.080760 0.014124 -0.616527 0.016 -0.609 6.238 1.233
C -1.907584 0.031299 -0.371562 -1.463 -0.409 -0.280 -1.160
H -2.257665 -0.988761 -0.587747 -0.156 0.070 0.025 0.190
H -2.323255 0.670523 -1.151573 -0.259 0.115 -0.146 0.189
H -2.347743 0.331128 0.579776 0.009 0.014 -0.119 0.205
Te 2.912717 -0.120100 0.426406 -0.269 0.134 -0.723 -0.314
C 2.939580 -0.102205 2.516937 0.611 -0.113 0.691 -0.228
C 3.018437 1.103897 3.243595 -0.133 -0.490 0.133 -0.267
C 2.995282 1.086259 4.641605 0.236 -0.396 0.121 -0.214
C 2.984397 -0.131076 5.344644 -0.099 0.016 -0.428 -0.238
C 2.990766 -1.334341 4.617608 0.280 0.358 0.069 -0.216
C 3.018321 -1.324224 3.219983 -0.232 0.627 0.275 -0.262
H 3.156392 2.046619 2.707143 -0.340 -0.290 0.161 0.220
H 3.030381 2.027229 5.190989 0.039 -0.205 -0.109 0.208
H 3.027792 -0.143286 6.442201 -0.154 0.015 -0.559 0.211
H 3.023317 -2.286913 5.145868 0.035 0.199 -0.081 0.208
H 3.141324 -2.252743 2.662885 -0.293 0.191 0.133 0.220
```
Forces are in eV/Å.

Output
Multiplicity ... 6
Total charge ... 0
HOMO-LUMO gap (spin up / spin down) ... 4.904 / 5.225 eV
HOMO energy (spin up / spin down) ... -0.2158 / -0.2365 Eh
⟨S²⟩ ... 8.82
Calculated total energy ... -61649.61214 eV


2.
A single C19H22N2O4S molecule, computed with wB97M-V/def2-TZVPD.

```
48
Properties=species:S:1:pos:R:3:forces:R:3:nbo_charge:R:1
C -0.200712 4.488231 -4.142329 -0.171 -0.440 0.037 -0.641
C -0.367320 2.993598 -4.407620 0.106 0.136 -0.060 -0.066
O -1.510733 2.433678 -3.783585 -0.034 -0.038 0.074 -0.539
C -1.457813 2.211800 -2.402770 -0.438 0.023 0.143 0.386
O -0.506148 1.223396 -2.074489 -0.126 0.041 -0.424 -0.561
C 0.507387 1.549574 -1.139240 0.319 0.073 0.196 -0.068
C 1.774841 2.143373 -1.748535 -0.437 -0.196 0.034 -0.638
H 2.151337 1.497133 -2.537911 0.069 -0.037 -0.081 0.211
H 1.593118 3.134652 -2.155373 0.019 0.124 -0.067 0.202
H 2.531227 2.224597 -0.972064 0.109 0.038 0.074 0.219
H 0.115931 2.229390 -0.373057 0.009 -0.107 -0.010 0.181
H 0.757069 0.596506 -0.662001 -0.030 0.155 0.078 0.186
C -2.874923 1.732580 -2.046991 0.501 0.188 0.117 -0.431
H -3.574385 2.406449 -2.540609 -0.066 -0.034 0.012 0.227
H -2.994243 0.739146 -2.481764 -0.048 -0.041 -0.109 0.210
C -3.178346 1.695499 -0.553062 -0.186 0.206 -0.233 -0.229
N -2.391468 0.707062 0.142841 -0.048 -0.183 -0.060 -0.598
C -1.598281 1.024219 1.189889 -0.234 0.024 -0.004 0.641
O -1.556655 2.136234 1.685282 0.103 0.141 0.094 -0.624
C -0.777379 -0.080426 1.718981 0.485 -0.452 0.360 -0.291
C 0.120627 0.023574 2.740792 -0.347 0.179 -0.309 -0.145
C 0.778293 -1.193579 3.022820 -0.287 -0.464 -0.481 -0.198
C 0.365541 -2.229352 2.200198 -0.181 0.741 0.035 -0.142
C 0.887234 -3.551732 2.304322 0.339 -0.462 0.212 -0.072
C 0.493054 -4.620862 1.495413 0.157 0.062 0.193 -0.170
C 1.050155 -5.866688 1.669295 -0.097 -0.072 -0.133 -0.237
C 2.012840 -6.067829 2.655352 0.018 0.105 0.056 -0.181
C 2.416903 -5.027850 3.464174 -0.003 -0.007 -0.007 -0.237
C 1.862479 -3.757635 3.302396 -0.418 -0.275 -0.558 0.185
N 2.253515 -2.710962 4.098157 0.288 0.031 0.332 -0.573
C 1.790718 -1.408446 4.048882 0.128 -0.202 0.063 0.662
O 2.225905 -0.571170 4.810729 -0.015 0.258 0.080 -0.599
H 2.957355 -2.890975 4.804560 -0.129 0.146 -0.091 0.416
H 3.163752 -5.185069 4.228542 0.085 -0.028 0.083 0.213
H 2.447292 -7.046816 2.788313 0.046 -0.075 0.024 0.219
H 0.742631 -6.689362 1.042889 -0.032 -0.068 -0.059 0.219
H -0.254596 -4.446251 0.735934 -0.077 -0.058 -0.104 0.214
S -0.832208 -1.700588 1.074087 0.341 0.129 0.454 0.424
H 0.303336 0.939438 3.272093 -0.007 0.196 0.059 0.263
H -2.309689 -0.198252 -0.293615 0.065 0.099 0.045 0.394
H -2.961450 2.657446 -0.080508 -0.111 -0.119 -0.050 0.235
H -4.242948 1.471364 -0.414581 0.102 0.139 0.026 0.198
H -1.225412 3.142777 -1.854652 0.078 -0.123 -0.074 0.139
H 0.530215 2.441267 -4.110773 -0.076 0.008 -0.078 0.174
H -0.539787 2.826752 -5.473964 0.132 -0.002 0.098 0.188
H 0.634234 4.868741 -4.724565 0.106 0.080 -0.037 0.216
H -0.007592 4.687374 -3.090507 0.054 0.072 0.089 0.201
H -1.104901 5.017995 -4.431375 -0.062 0.088 -0.037 0.214
```
Forces are in eV/Å.

Output
Total charge ... 0
HOMO-LUMO gap ... 8.067 eV
HOMO energy ... -0.3088 Eh
Energy above the lowest of the compared OMol25 structures with the same formula, charge and spin ... 15.1 kJ/mol
Calculated total energy ... -42066.90238 eV
Structure (SMILES) ... CCOC(CCNC(=O)c1cc2c(=O)[nH]c3ccccc3c2s1)OCC


3.
A single C19H22N2O5 molecule, computed with wB97M-V/def2-TZVPD.

```
48
Properties=species:S:1:pos:R:3:forces:R:3:nbo_charge:R:1
C 1.236604 2.225375 -1.469150 0.039 0.004 -0.116 -0.246
H 0.802550 1.714795 -2.338149 0.026 0.004 0.009 0.168
O 0.321707 2.284819 -0.407227 -0.206 -0.033 0.310 -0.556
C -0.853654 2.988440 -0.750641 -0.218 0.147 0.079 -0.072
C -1.852982 2.930947 0.406426 0.163 0.080 -0.553 -0.239
N -2.403007 1.609631 0.593972 0.204 0.048 0.146 -0.615
C -3.284933 1.099100 -0.281310 0.114 -0.112 0.337 0.657
O -3.763228 1.726619 -1.210247 -0.142 0.143 -0.211 -0.633
C -3.721201 -0.310827 0.005969 -0.015 -0.237 -0.179 -0.117
C -5.083966 -0.527562 0.185866 0.074 0.041 0.012 -0.159
C -5.585349 -1.799403 0.384388 -0.009 0.023 0.013 -0.207
C -4.725182 -2.884929 0.380900 -0.001 -0.052 -0.045 -0.199
C -3.371800 -2.687453 0.185253 0.028 0.065 0.005 -0.216
C -2.859757 -1.406771 0.004755 -0.311 -0.016 0.221 0.150
N -1.458282 -1.274666 -0.209924 0.022 -0.127 -0.321 -0.623
C -0.579327 -0.888960 0.749834 -0.087 -0.047 -0.084 0.697
O -0.945495 -0.408992 1.812606 0.055 -0.031 0.180 -0.648
C 0.853356 -1.034149 0.400948 0.432 -0.125 -0.038 -0.160
C 1.355208 -2.004083 -0.451021 -0.252 0.211 0.185 -0.191
C 2.715548 -2.058166 -0.718377 0.334 0.024 -0.081 -0.304
C 3.588090 -1.138772 -0.158295 0.078 0.104 0.074 0.271
C 3.080179 -0.148417 0.717623 0.060 -0.076 -0.019 0.325
C 1.729045 -0.125136 0.997803 0.149 0.005 0.008 -0.257
H 1.301632 0.608297 1.660244 0.018 0.106 0.062 0.251
O 3.993358 0.725366 1.213642 0.029 -0.351 -0.284 -0.495
C 3.527825 1.757636 2.051974 -0.086 0.190 0.157 -0.256
H 3.103055 1.359419 2.978666 -0.003 0.013 -0.039 0.179
H 4.403636 2.360791 2.285522 -0.093 -0.014 0.013 0.201
H 2.779181 2.375831 1.546939 0.004 -0.019 0.021 0.183
O 4.926955 -1.095795 -0.376212 -0.358 0.235 0.259 -0.477
C 5.502810 -2.058462 -1.223981 0.094 -0.196 -0.173 -0.252
H 5.101267 -1.992982 -2.240736 0.002 -0.007 0.051 0.176
H 6.567493 -1.831904 -1.243137 -0.072 -0.054 -0.030 0.204
H 5.356570 -3.073354 -0.839865 -0.009 0.046 -0.018 0.177
H 3.086067 -2.829304 -1.374759 0.086 -0.046 -0.044 0.223
H 0.714752 -2.753691 -0.893250 -0.067 -0.059 -0.029 0.204
H -1.090195 -1.724272 -1.034740 0.025 0.162 0.075 0.406
H -2.693800 -3.529231 0.175127 0.074 -0.043 0.023 0.215
H -5.106772 -3.884416 0.526556 -0.027 -0.078 0.011 0.216
H -6.644468 -1.946345 0.531792 -0.091 -0.002 0.016 0.217
H -5.745476 0.325095 0.159000 -0.062 0.076 -0.025 0.227
H -1.964395 0.993769 1.273236 -0.165 -0.020 -0.062 0.438
H -1.364998 3.236699 1.331644 -0.047 0.041 -0.011 0.209
H -2.674239 3.614641 0.171125 0.130 0.016 0.099 0.219
H -1.315585 2.546915 -1.644685 0.042 0.068 0.070 0.186
H -0.609761 4.039451 -0.972132 -0.029 -0.076 0.010 0.165
H 1.551675 3.230682 -1.777350 0.021 -0.037 -0.004 0.165
H 2.099306 1.663704 -1.116638 0.047 0.009 -0.078 0.193
```
Forces are in eV/Å.

Output
Total charge ... 0
HOMO-LUMO gap ... 9.048 eV
HOMO energy ... -0.3097 Eh
Energy above the lowest of the compared OMol25 structures with the same formula, charge and spin ... 227.1 kJ/mol
Calculated total energy ... -33277.79274 eV
Structure (SMILES) ... COCCNC(=O)c1ccccc1NC(=O)c1ccc(OC)c(OC)c1